{
  "formula": "C19H31As2FeNO",
  "method": "ωB97M-V/def2-TZVPD",
  "elements": ["Fe", "N", "C", "O", "C", "C", "H", "H", "H", "H", "H", "H", "C", "As", "C", "C", "C", "C", "C", "C", "C", "As", "C", "C", "H", "H", "H", "H", "H", "H", "H", "H", "H", "H", "H", "H", "H", "H", "H", "H", "C", "C", "C", "C", "C", "C", "H", "H", "H", "H", "H", "H", "H", "H", "H"],
  "coordinates": [[0.80615, -0.48962, 0.93708], [4.10886, -2.82831, 0.35733], [2.94301, -2.27852, 0.67916], [2.65266, -1.12994, 0.27429], [1.93744, -3.02799, 1.50897], [1.03306, -1.98038, 2.13918], [4.76287, -2.31191, -0.20894], [4.36629, -3.73863, 0.69624], [2.42505, -3.70629, 2.21397], [1.36898, -3.65284, 0.81140], [1.59960, -1.40386, 2.89781], [0.15792, -2.40324, 2.62309], [2.88682, 2.71941, 0.26212], [1.33928, 1.65074, -0.20587], [-0.07530, 2.96858, -0.32927], [1.62516, 1.14888, -2.05477], [2.34538, 1.92181, -2.95734], [2.46780, 1.51729, -4.27925], [1.86214, 0.34433, -4.70736], [1.13938, -0.43155, -3.81208], [1.02916, -0.03801, -2.48327], [0.01419, -1.07548, -1.19136], [0.21297, -2.90925, -1.77650], [-1.82730, -0.65775, -1.59207], [2.88141, 3.65231, -0.29937], [3.79341, 2.15953, 0.04290], [2.84829, 2.94479, 1.32590], [0.17810, 3.73643, -1.05785], [-0.22116, 3.41518, 0.65308], [-0.99628, 2.46590, -0.61749], [2.81609, 2.84381, -2.63774], [3.03199, 2.12087, -4.97772], [1.95279, 0.03285, -5.73940], [0.67343, -1.34623, -4.15896], [-0.30256, -3.05991, -2.72349], [-0.22467, -3.56649, -1.02718], [1.27032, -3.13870, -1.89924], [-2.00711, -0.78839, -2.65827], [-2.02156, 0.37150, -1.29971], [-2.47410, -1.31332, -1.01248], [-4.20127, -0.54672, 2.56130], [-3.30369, 0.69569, 2.48732], [-3.90844, 1.71145, 1.50845], [-3.18126, 1.32906, 3.87941], [-1.96887, 0.29799, 2.01074], [-0.86654, -0.02517, 1.61364], [-5.19293, -0.26301, 2.91789], [-3.78671, -1.28615, 3.24667], [-4.30909, -1.00925, 1.57914], [-4.89544, 2.02086, 1.85701], [-4.01989, 1.27549, 0.51412], [-3.27961, 2.59952, 1.43050], [-4.16761, 1.63095, 4.23614], [-2.54049, 2.21087, 3.85033], [-2.75813, 0.62082, 4.59180]],
  "homo_energy_ev": [-11.08, -11.18],
  "mol_weight_g_mol": 495.152,
  "charge": 1,
  "multiplicity": 2,
  "energy_ha": -6607.538044,
  "de_lowest_kj_mol": 20.24,
  "s2": 0.819
}



{
  "formula": "C5H7ClN5S",
  "method": "ωB97M-V/def2-TZVPD",
  "elements": ["H", "N", "C", "Cl", "N", "C", "C", "S", "N", "C", "N", "C", "N", "H", "H", "H", "H", "H", "H"],
  "coordinates": [[-1.34078, 2.95886, 2.12148], [-1.19400, 1.99788, 1.78668], [-0.59435, 1.09557, 2.49606], [0.54673, 1.30939, 3.84543], [-0.87218, -0.22867, 2.19832], [-0.66391, -1.11645, 1.30809], [0.17562, -1.06545, -0.03143], [-0.51034, -2.48596, -1.16824], [1.59601, -1.00363, 0.12092], [2.00783, 0.19850, -0.32936], [1.08224, 1.01156, -0.71112], [-0.09173, 0.30004, -0.73342], [-1.24135, 0.78020, -1.09101], [-1.22047, -1.98003, 1.42188], [0.68990, -2.94197, -1.61256], [2.25450, -1.80023, 0.17965], [3.08212, 0.46892, -0.36828], [-2.01468, 0.10217, -1.12798], [-1.25101, 1.79606, -0.96455]],
  "homo_energy_ev": -13.55,
  "mol_weight_g_mol": 204.666,
  "charge": 1,
  "smiles": "[H]/N=C(Cl)/N=C\\[C@]1(S)NC=NC1=[NH2+]",
  "energy_ha": -1326.584032,
  "de_lowest_kj_mol": 30.51
}



{
  "formula": "H14NaO7",
  "method": "ωB97M-V/def2-TZVPD",
  "elements": ["Na", "O", "H", "H", "O", "H", "H", "O", "H", "H", "O", "H", "H", "O", "H", "H", "O", "H", "H", "O", "H", "H"],
  "coordinates": [[-0.11820, -0.30069, 0.27624], [-1.96692, 0.00809, -0.19371], [-2.27699, -0.89749, -0.18822], [-2.76068, 0.53412, -0.09638], [-0.26101, 1.93757, 0.24194], [-1.19611, 2.00400, 0.43532], [-0.11734, 2.56482, -0.46668], [1.59919, -1.19833, 1.40619], [2.35421, -1.10191, 1.98661], [1.93447, -1.68900, 0.65581], [1.96562, 0.00933, -0.63922], [1.60750, -0.19507, -1.50305], [2.64207, 0.66497, -0.80886], [-0.42025, 0.50984, -1.78806], [0.05889, 1.31350, -1.99001], [-1.23820, 0.58829, -2.27901], [-0.35220, -1.85502, -0.72989], [0.04144, -2.72427, -0.80514], [-1.26284, -2.02406, -0.48824], [0.13428, 0.30798, 2.21466], [0.45249, 1.15766, 2.51962], [-0.81942, 0.38566, 2.24006]],
  "homo_energy_ev": -14.00,
  "mol_weight_g_mol": 149.095,
  "charge": 1,
  "energy_ha": -697.107953,
  "de_lowest_kj_mol": 408.97
}



{
  "formula": "CH5S3",
  "method": "ωB97M-V/def2-TZVPD",
  "elements": ["S", "H", "C", "S", "S", "H", "H", "H", "H"],
  "coordinates": [[2.42239, -0.72067, 0.25216], [2.91133, 0.47617, 0.59064], [-1.22762, 0.23988, -0.99074], [-1.48211, -0.27054, 0.77711], [-0.17180, -0.31736, 2.27520], [-0.28712, 0.78223, -1.06433], [-1.29088, -0.66081, -1.59639], [-2.09616, 0.85069, -1.21549], [1.22196, -0.37957, 0.97185]],
  "homo_energy_ev": [-8.87, -8.94],
  "mol_weight_g_mol": 113.252,
  "multiplicity": 2,
  "energy_ha": -1235.594595,
  "de_lowest_kj_mol": 73.52,
  "s2": 0.755
}



{
  "formula": "C24H64BO20S6",
  "method": "ωB97M-V/def2-TZVPD",
  "elements": ["C", "C", "C", "B", "O", "C", "C", "C", "O", "H", "H", "H", "H", "H", "H", "H", "H", "H", "H", "H", "H", "H", "H", "H", "H", "O", "S", "O", "O", "C", "C", "C", "H", "H", "H", "H", "H", "H", "H", "H", "O", "S", "O", "O", "C", "C", "C", "H", "H", "H", "H", "H", "H", "H", "H", "O", "S", "O", "O", "C", "C", "C", "H", "H", "H", "H", "H", "H", "H", "H", "O", "S", "O", "O", "C", "C", "C", "H", "H", "H", "H", "H", "H", "H", "H", "O", "S", "O", "O", "C", "C", "C", "H", "H", "H", "H", "H", "H", "H", "H", "O", "S", "O", "O", "C", "C", "C", "H", "H", "H", "H", "H", "H", "H", "H"],
  "coordinates": [[-2.14976, -2.47801, -2.78534], [-3.01148, -1.05394, -2.90493], [-2.04856, 0.25673, -3.10546], [-1.43837, 0.88781, -1.70497], [-1.94655, 0.26137, -0.47109], [0.19415, 0.95805, -1.84651], [1.03878, -0.06846, -0.89504], [2.04760, -0.97302, -1.87320], [3.01779, -1.78050, -1.10814], [-1.95989, -2.76740, -1.66409], [-2.87319, -3.30117, -3.25897], [-1.18082, -2.40042, -3.44196], [-3.66830, -1.16120, -3.87965], [-3.70385, -1.00310, -1.95370], [-2.70890, 1.06946, -3.67921], [-1.20458, -0.04683, -3.88611], [-1.82039, 2.02483, -1.67567], [-1.76665, -0.72315, -0.43241], [0.51474, 2.06052, -1.51992], [0.56431, 0.84338, -2.96771], [0.40450, -0.84823, -0.29815], [1.75656, 0.47956, -0.14232], [1.32180, -1.63977, -2.54184], [2.59188, -0.17991, -2.57231], [3.13860, -1.31380, -0.22715], [-6.16300, -0.24888, -7.08302], [-4.85986, 0.37338, -7.00470], [-4.22738, 0.67889, -5.73996], [-4.85915, 1.71939, -7.92663], [-5.84253, 2.71442, -7.67732], [-5.52459, 3.50960, -6.42451], [-3.71746, -0.57031, -7.98253], [-6.84033, 2.26742, -7.62147], [-5.83987, 3.39152, -8.53878], [-5.59176, 2.88131, -5.53135], [-6.22450, 4.34056, -6.30362], [-4.50442, 3.90429, -6.46547], [-4.16439, -0.77351, -8.95571], [-3.52165, -1.50716, -7.45514], [-2.78970, -0.00443, -8.08734], [4.33216, -0.86390, 1.98500], [5.75052, -0.63088, 1.82534], [6.55641, -1.39399, 0.89737], [6.46299, -0.67394, 3.29238], [6.29071, -1.83188, 4.09786], [7.13458, -2.98922, 3.59649], [6.01184, 1.09438, 1.49828], [5.23307, -2.10819, 4.15769], [6.61354, -1.56898, 5.11139], [6.79212, -3.33044, 2.61501], [7.07948, -3.83694, 4.28445], [8.18047, -2.68578, 3.48581], [5.44242, 1.68367, 2.21705], [5.66212, 1.29812, 0.48322], [7.07942, 1.31079, 1.57166], [4.67724, 1.08659, 6.27591], [4.41593, 2.19146, 5.38009], [5.45553, 2.78845, 4.57029], [3.65430, 3.37448, 6.20596], [4.26976, 3.88919, 7.37881], [5.43371, 4.80263, 7.04150], [3.06488, 1.75455, 4.31448], [4.58246, 3.07546, 8.04108], [3.50789, 4.46658, 7.91430], [6.24913, 4.24472, 6.57158], [5.82848, 5.27813, 7.94318], [5.12403, 5.57859, 6.33425], [2.25579, 1.34052, 4.91622], [3.42775, 1.00629, 3.60555], [2.73669, 2.64553, 3.77561], [-4.08805, 3.21804, 3.64762], [-4.47451, 2.81942, 2.31222], [-5.21926, 3.69411, 1.43291], [-5.24163, 1.38164, 2.38959], [-6.37726, 1.26188, 3.23533], [-7.59457, 1.93762, 2.63162], [-3.03102, 2.25845, 1.44422], [-6.15957, 1.65424, 4.23393], [-6.58317, 0.19149, 3.34686], [-7.45561, 3.02130, 2.57386], [-8.48524, 1.74528, 3.23550], [-7.76961, 1.57990, 1.61201], [-2.48001, 1.56508, 2.07963], [-2.41592, 3.13329, 1.21960], [-3.34167, 1.77678, 0.51501], [5.62334, 1.57519, 11.96310], [6.30362, 0.36999, 11.54327], [7.42963, 0.39802, 10.63539], [5.20140, -0.68980, 10.97439], [4.34048, -0.27593, 9.92235], [5.06741, -0.23753, 8.59080], [6.77714, -0.54976, 12.98604], [3.88385, 0.69183, 10.15361], [3.52912, -1.00998, 9.86376], [5.83844, 0.53868, 8.58501], [4.37199, -0.02577, 7.77440], [5.56811, -1.19122, 8.39588], [5.92507, -0.61501, 13.66270], [7.59991, -0.01523, 13.46716], [7.11114, -1.54276, 12.67890], [-3.61343, -3.49349, -10.00378], [-3.99989, -3.89212, -11.33918], [-4.74464, -3.01742, -12.21849], [-4.76701, -5.32990, -11.26181], [-5.90264, -5.44966, -10.41607], [-7.11995, -4.77392, -11.01977], [-2.55640, -4.45309, -12.20718], [-5.68495, -5.05729, -9.41747], [-6.10855, -6.52005, -10.30454], [-6.98098, -3.69024, -11.07754], [-8.01062, -4.96625, -10.41589], [-7.29499, -5.13164, -12.03938], [-2.00539, -5.14646, -11.57176], [-1.94130, -3.57824, -12.43180], [-2.86705, -4.93476, -13.13638]],
  "homo_energy_ev": -4.44,
  "mol_weight_g_mol": 875.970,
  "charge": -1,
  "energy_ha": -4871.483464
}



{
  "formula": "C4H12O",
  "method": "ωB97M-V/def2-TZVPD",
  "elements": ["C", "C", "O", "H", "H", "H", "H", "H", "H", "C", "C", "H", "H", "H", "H", "H", "H"],
  "coordinates": [[-0.48867, -1.24280, -1.53432], [-0.65038, -2.50839, -0.71851], [-0.07269, -2.30594, 0.50564], [0.45613, -1.01586, -2.14515], [-0.63147, -0.20168, -1.19182], [-1.08812, -1.53381, -2.39773], [-1.70397, -2.54621, -0.80288], [-0.28456, -3.46793, -0.90145], [-0.81644, -2.55382, 1.01293], [1.29971, 2.84987, 0.45147], [-0.03183, 2.92491, 1.28617], [2.01620, 3.53765, 1.03390], [1.89023, 1.94593, 0.47949], [1.01670, 3.21479, -0.55139], [-0.67294, 3.66952, 0.60653], [-0.51945, 2.07692, 1.60548], [0.14626, 3.18043, 2.29813]],
  "homo_energy_ev": -10.21,
  "mol_weight_g_mol": 76.139,
  "smiles": "CCO.CC",
  "energy_ha": -234.720558,
  "de_lowest_kj_mol": 294.21
}